The following is a quantum chemistry calculation of a single C16H20N4O3S3 molecule in a non-equilibrium geometry, from OMol25.

* ΔE to the lowest compared entry with this formula, charge and spin: 0.5658 eV
* LUMO energy: 0.0160 Eh
* frontier orbital gap: 8.4 eV
* SMILES: Cc1ccc(Nc2nnc(SCC(=O)N(C)[C@@H]3CCS(=O)(=O)C3)s2)cc1

Positions of all 46 atoms, in Å:
C1 -5.1863 -0.4723 -1.7123
C2 -4.0203 -1.0703 -0.9895
C3 -4.0228 -1.1666 0.3983
C4 -2.9321 -1.6617 1.0779
C5 -1.7936 -2.0702 0.3850
N1 -0.7009 -2.5067 1.1422
C6 0.6082 -2.4301 0.8567
N2 1.5102 -2.4421 1.7991
N3 2.7471 -2.3285 1.3636
C7 2.8666 -2.2345 0.0912
S1 4.3627 -1.9337 -0.7527
C8 4.6869 -0.2138 -0.1842
C9 3.6302 0.7004 -0.7707
O1 3.7253 1.0553 -1.9310
N4 2.5690 1.0722 -0.0010
C10 2.4111 0.8136 1.4143
C11 1.5560 1.8865 -0.6625
C12 1.1874 3.1840 0.0884
C13 0.0918 2.9464 1.1117
S2 -0.8040 1.4693 0.5024
O2 -0.7100 0.4167 1.4839
O3 -2.1245 1.8185 0.0614
C14 0.2682 1.1215 -0.9258
S3 1.3096 -2.3249 -0.7582
C15 -1.8005 -2.0223 -1.0025
C16 -2.9014 -1.5189 -1.6734
H1 -5.1391 0.6139 -1.6344
H2 -5.1752 -0.7420 -2.7654
H3 -6.1258 -0.8000 -1.2721
H4 -4.8878 -0.8338 0.9524
H5 -2.9396 -1.7064 2.1568
H6 -0.8649 -2.4880 2.1427
H7 4.7863 -0.2117 0.8961
H8 5.6395 0.0310 -0.6527
H9 3.0172 -0.0255 1.7396
H10 1.3741 0.5575 1.6283
H11 2.6992 1.6911 2.0003
H12 2.0200 2.1563 -1.6203
H13 2.0813 3.6088 0.5460
H14 0.8306 3.8936 -0.6595
H15 0.4595 2.7120 2.1045
H16 -0.6241 3.7594 1.1621
H17 -0.2594 1.5007 -1.7947
H18 0.4136 0.0508 -1.0149
H19 -0.9592 -2.3801 -1.5747
H20 -2.8804 -1.4756 -2.7527

***

The following is a quantum chemistry calculation of a molecular structure, C27H20Cl2CoN3O2S, from OMol25.

* ΔE to the lowest compared entry with this formula, charge and spin: 0.0000 eV
* LUMO energy (alpha / beta): 0.0928 / 0.0928 Eh
* charge: -1
* frontier orbital gap (alpha / beta): 7.2 / 7.2 eV
* multiplicity: 4

Positions of all 56 atoms, in Å:
Co1 -0.0833 -0.1761 -0.2077
S1 -0.9221 -1.3232 4.1871
C1 0.1491 0.0418 4.2985
C2 0.6319 0.7022 5.4242
C3 1.4866 1.7714 5.2341
C4 1.8612 2.1800 3.9493
C5 1.3878 1.5290 2.8275
C6 0.5209 0.4512 3.0113
N1 -0.0397 -0.2984 1.9936
C7 -0.8044 -1.2469 2.4445
C8 -1.4996 -2.1480 1.5183
C9 -2.2725 -3.2098 1.9895
C10 -2.9004 -4.0395 1.0772
C11 -2.7436 -3.7860 -0.2833
C12 -1.9702 -2.7174 -0.7203
C13 -1.3093 -1.8509 0.1567
H1 0.3484 0.3891 6.4211
H2 1.8769 2.2997 6.0953
H3 2.5378 3.0172 3.8346
H4 1.6774 1.8052 1.8231
H5 -2.3864 -3.3949 3.0532
H6 -3.5022 -4.8736 1.4168
H7 -3.2311 -4.4347 -1.0039
H8 -1.8779 -2.5530 -1.7908
C14 0.4410 -0.6138 -3.4035
N2 -0.1175 0.1889 -2.3294
C15 -0.7718 1.2592 -2.6013
C16 -1.2964 2.0644 -1.5461
C17 -2.0686 3.2260 -1.5849
C18 -2.3203 3.5608 -0.2479
C19 -1.6868 2.5822 0.5234
N3 -1.0669 1.6790 -0.2509
C20 1.6360 0.0312 -4.0679
C21 1.8424 -0.0971 -5.4361
C22 2.9659 0.4514 -6.0413
C23 3.8965 1.1392 -5.2783
C24 3.6936 1.2767 -3.9111
C25 2.5719 0.7313 -3.3084
H9 -0.3220 -0.8406 -4.1590
H10 0.7568 -1.5584 -2.9577
H11 -0.9468 1.5770 -3.6345
H12 -2.3964 3.7514 -2.4700
H13 -2.8841 4.4036 0.1219
H14 -1.6495 2.5013 1.6011
H15 1.1136 -0.6329 -6.0348
H16 3.1103 0.3430 -7.1096
H17 4.7730 1.5708 -5.7462
H18 4.4149 1.8110 -3.3045
H19 2.4115 0.8512 -2.2435
Cl1 4.9144 0.7290 -0.4026
C26 4.1027 -0.8199 -0.0868
Cl2 4.3538 -1.3100 1.6093
C27 2.5827 -0.7772 -0.3648
O1 2.1060 -1.8050 -0.8541
O2 1.9722 0.2721 -0.0289
H20 4.5761 -1.5677 -0.7097

***

The following is a quantum chemistry calculation of 6 unconnected molecules or ions with the total composition C10H14Cl8F2O6 in a non-equilibrium geometry, from OMol25.

* LUMO energy (alpha / beta): -0.1067 / -0.3823 Eh
* charge: +1
* frontier orbital gap (alpha / beta): 10.8 / 3.1 eV
* multiplicity: 2

Positions of all 40 atoms, in Å:
C1 -0.8746 3.1556 -9.3022
C2 -1.7235 2.9086 -8.0733
O1 -2.2178 4.2123 -7.7983
C3 -2.1858 4.9602 -8.9090
O2 -2.6373 6.0532 -9.0760
O3 -1.5917 4.2436 -9.8731
F1 -0.8795 2.5184 -7.0906
H1 -0.8561 2.2701 -9.9376
H2 0.1664 3.4222 -9.1198
H3 -2.4798 2.1269 -8.1449
C4 -7.5026 10.6545 -10.8914
C5 -6.6189 11.8450 -10.6123
O4 -6.8043 12.7844 -11.6346
C6 -7.9429 12.4607 -12.2689
O5 -8.5050 13.1274 -13.1147
O6 -8.3734 11.2499 -11.7918
F2 -5.4044 11.4224 -10.4897
H4 -8.0177 10.2910 -10.0022
H5 -6.8655 9.8375 -11.2300
H6 -6.8226 12.3254 -9.6553
C7 -5.5447 8.7265 -15.1919
Cl1 -6.0956 7.3185 -14.2197
Cl2 -6.1979 10.2650 -14.4784
H7 -4.4551 8.7247 -15.1605
H8 -5.9293 8.5437 -16.1953
C8 -4.7360 4.6119 -12.1640
Cl3 -5.3334 3.4569 -13.3614
Cl4 -3.0312 5.0090 -12.4499
H9 -5.4662 5.4174 -12.2423
H10 -4.7592 4.1195 -11.1919
C9 -0.3868 7.9772 -8.3742
Cl5 0.0928 7.7606 -10.0387
Cl6 0.1562 9.5481 -7.8532
H11 -1.4630 8.1502 -8.3791
H12 -0.1065 7.1262 -7.7534
C10 -3.4923 8.4201 -11.6855
Cl7 -4.9017 8.2561 -10.7460
Cl8 -3.1972 10.0697 -12.1798
H13 -2.6407 8.0808 -11.0959
H14 -3.6942 7.8087 -12.5651

***

The following is a quantum chemistry calculation of a molecular structure, C2H6BF4O2Tl in a non-equilibrium geometry, from OMol25.

* ΔE to the lowest compared entry with this formula, charge and spin: 0.0000 eV
* LUMO energy: -0.6008 Eh
* charge: +2
* frontier orbital gap: 4.0 eV

Positions of all 16 atoms, in Å:
Tl1 2.6015 -0.2255 0.3672
B1 1.1280 1.3960 -1.8164
F1 0.6950 0.0481 -1.7501
F2 0.3485 2.1674 -2.6164
F3 1.1048 1.8719 -0.4559
F4 2.4623 1.4291 -2.2141
C1 -1.1233 -1.2350 0.3957
C2 -0.9303 -0.3365 1.5742
O1 -0.0108 0.6611 1.2482
O2 0.0383 -1.6655 -0.1387
H1 -1.7258 -0.6597 -0.3667
H2 -1.8600 -2.0270 0.6832
H3 -0.5285 -0.8666 2.4828
H4 -1.9155 0.0471 1.8855
H5 -0.2189 1.4848 1.7410
H6 -0.0655 -2.0897 -1.0194

***

The following is a quantum chemistry calculation of a single C4H6ClN molecule in a non-equilibrium geometry, from OMol25.

* ΔE to the lowest compared entry with this formula, charge and spin: 3.6997 eV
* LUMO energy: 0.0300 Eh
* frontier orbital gap: 9.6 eV
* SMILES: CC1=C(C)N1Cl

Positions of all 12 atoms, in Å:
C1 0.6440 -1.9258 -0.0742
C2 0.0211 -0.6111 -0.0186
C3 -0.3081 0.6484 0.0995
C4 0.0914 2.0371 0.4310
N1 -1.5563 -0.0900 -0.0292
Cl1 -2.2164 -0.0520 -1.6975
H1 1.4995 -1.9690 -0.7834
H2 0.0868 -2.7863 -0.3838
H3 1.1219 -2.1318 0.9494
H4 -0.4875 2.7542 -0.1509
H5 1.1565 2.0783 0.2275
H6 -0.0530 2.0481 1.4301

***

The following is a quantum chemistry calculation of a molecular structure, C20H17F6N6OS2Tc in a non-equilibrium geometry, from OMol25.

* ΔE to the lowest compared entry with this formula, charge and spin: 4.0508 eV
* LUMO energy (alpha / beta): -0.1061 / -0.1525 Eh
* charge: +1
* frontier orbital gap (alpha / beta): 6.4 / 6.9 eV
* multiplicity: 4

Positions of all 53 atoms, in Å:
Tc1 -0.1446 -0.6730 -0.5069
C1 -3.8673 -0.5192 1.2224
C2 -2.4206 -0.6210 0.8431
N1 -1.9935 -0.6657 -0.4611
N2 -2.5710 -0.6004 -1.7225
C3 -1.7262 -0.5764 -2.8223
N3 -2.3985 -0.4965 -3.9972
S1 -0.0230 -0.6305 -2.8216
C4 -1.3665 -0.6853 1.9062
C5 -1.7598 -0.6988 3.2547
C6 -0.8036 -0.7579 4.2335
C7 0.5468 -0.8027 3.8761
C8 0.8829 -0.7853 2.5530
N4 -0.0328 -0.7268 1.5586
H1 -4.5016 -0.4664 0.3373
H2 -4.0506 0.3752 1.8215
H3 -4.1728 -1.3963 1.7962
H4 -3.5479 -0.3593 -1.8224
H5 -3.3302 -0.8770 -4.0624
H6 -1.8351 -0.5898 -4.8273
H7 -2.8031 -0.6688 3.5309
H8 -1.0915 -0.7721 5.2759
H9 1.3222 -0.8495 4.6260
H10 1.9144 -0.8163 2.2331
F1 4.1039 -5.3648 -0.5924
C9 2.8778 -4.8022 -0.5730
F2 2.2398 -5.2753 -1.6507
F3 2.2710 -5.2818 0.5202
C10 2.9906 -3.3028 -0.5703
C11 4.2274 -2.7011 -0.5866
C12 4.3254 -1.3078 -0.5842
C13 3.1693 -0.5725 -0.5653
N5 1.9520 -1.1264 -0.5493
C14 1.8574 -2.4701 -0.5517
S2 0.2047 -3.0478 -0.5353
H11 5.1252 -3.3027 -0.6008
H12 5.2855 -0.8148 -0.5952
H13 3.2004 0.5082 -0.5562
O1 0.9211 0.4423 0.5753
F4 -0.9156 6.3123 0.5271
C15 -0.4626 5.8391 -0.6426
F5 -1.3104 6.2577 -1.5940
F6 0.7215 6.4143 -0.8777
C16 -0.3697 4.3353 -0.6213
C17 0.8306 3.6768 -0.8298
C18 0.8515 2.3042 -0.7966
N6 -0.2378 1.5298 -0.5682
C19 -1.3857 2.1998 -0.3848
C20 -1.4964 3.5798 -0.3954
H14 1.7443 4.2214 -1.0177
H15 1.7723 1.7734 -0.9612
H16 -2.2603 1.5918 -0.2149
H17 -2.4597 4.0439 -0.2323

***

Computed M, in the same sequence as the records: 412.56, 580.38, 551.84, 353.26, 103.55, 633.52 g mol⁻¹.